{
  "formula": "C19H23F5NPW",
  "method": "wB97M-V/def2-TZVPD",
  "total_charge": 2,
  "e_homo_ev": [-14.4, -14.4],
  "spin_multiplicity": 3,
  "orbital_gap_ev": [6.0, 3.0],
  "species": ["C", "C", "C", "C", "C", "C", "C", "C", "N", "W", "C", "P", "H", "H", "H", "H", "H", "H", "H", "H", "C", "C", "H", "C", "C", "H", "H", "H", "H", "H", "H", "H", "H", "H", "H", "H", "H", "H", "H", "F", "C", "C", "C", "F", "C", "F", "C", "F", "C", "F"],
  "xyz": [[3.871, 1.276, -0.915], [2.923, 1.126, -1.891], [1.635, 0.592, -1.613], [1.220, 0.440, -0.239], [2.256, 0.525, 0.716], [3.564, 0.942, 0.398], [0.783, 0.403, -2.828], [0.198, -0.933, -3.463], [0.013, -2.255, -2.858], [-0.706, 0.035, 0.722], [1.974, 0.228, 2.165], [0.588, -0.982, 2.308], [3.170, 1.408, -2.924], [4.292, 1.010, 1.187], [4.874, 1.646, -1.159], [1.713, 1.139, 2.735], [2.839, -0.238, 2.670], [-0.044, 1.125, -2.778], [1.372, 0.871, -3.644], [-0.830, -0.600, -3.693], [-0.076, -0.790, 3.957], [1.276, -2.642, 1.992], [0.680, -1.001, -4.445], [1.201, -2.956, -2.284], [-0.980, -1.963, -1.659], [-1.966, -0.367, 1.889], [1.645, -3.697, -2.970], [2.011, -2.279, -2.002], [0.866, -3.547, -1.424], [-1.299, -2.948, -1.335], [-0.448, -1.317, -0.591], [-1.791, -1.281, -2.041], [1.796, -3.020, 2.887], [0.443, -3.315, 1.739], [1.973, -2.626, 1.138], [0.629, -1.263, 4.658], [-0.193, 0.286, 4.170], [-1.056, -1.293, 3.961], [-1.978, -0.993, 1.357], [-2.065, 1.740, -1.784], [-2.590, 2.155, -0.586], [-2.104, 1.651, 0.652], [-2.833, 2.060, 1.792], [-2.585, 1.490, 3.016], [-3.935, 2.923, 1.754], [-4.600, 3.265, 2.889], [-4.363, 3.383, 0.507], [-5.420, 4.216, 0.417], [-3.723, 2.987, -0.676], [-4.220, 3.384, -1.875]],
  "forces_ev_per_angstrom": [[0.838, 0.271, 0.903], [-1.321, -0.536, -0.648], [0.820, 0.392, 0.296], [0.032, -1.003, 0.264], [1.298, 0.810, 0.098], [-1.103, -0.378, -0.051], [-0.160, 0.770, -0.713], [-0.499, 0.909, -1.285], [-1.276, 2.264, 4.858], [1.009, 1.496, -6.222], [0.054, -0.337, 0.734], [1.666, -0.252, 1.174], [-0.125, -0.319, 0.515], [0.263, 0.023, 0.075], [-0.437, -0.149, 0.051], [0.116, -0.348, -0.136], [-0.149, 0.338, -0.148], [-0.062, -0.411, 0.281], [-0.321, -0.589, 0.305], [0.438, -0.457, -0.259], [0.048, -0.554, 0.350], [-0.148, -0.177, 0.120], [0.070, -0.543, 0.330], [0.054, -0.496, -0.548], [1.299, -0.018, -2.431], [-0.058, 0.494, 1.645], [-0.432, 0.489, -0.127], [-0.185, 0.164, 0.183], [0.153, 0.234, -0.088], [-0.209, 0.321, 0.679], [-0.594, -1.205, -1.779], [0.768, -0.874, 0.628], [-0.161, 0.125, -0.291], [0.281, 0.112, 0.172], [-0.271, 0.211, 0.326], [-0.466, 0.248, 0.102], [0.038, -0.519, -0.022], [0.380, 0.169, 0.396], [-0.544, -1.533, -0.537], [-0.832, 0.706, 2.391], [1.887, -1.811, -0.304], [-1.437, 0.749, 0.053], [1.657, -2.017, 0.976], [-0.393, 1.333, -2.275], [-2.513, 1.815, 1.206], [1.513, -0.750, -2.527], [-1.561, 1.298, -0.086], [1.381, -1.142, 0.195], [-2.083, 1.578, -1.515], [1.277, -0.902, 2.683]]
}